{
  "formula": "C18H29NO2",
  "method": "ωB97M-V with the def2-TZVPD basis set",
  "species": ["C", "C", "C", "C", "O", "C", "C", "O", "C", "C", "N", "C", "C", "C", "C", "C", "C", "C", "C", "C", "C", "H", "H", "H", "H", "H", "H", "H", "H", "H", "H", "H", "H", "H", "H", "H", "H", "H", "H", "H", "H", "H", "H", "H", "H", "H", "H", "H", "H", "H"],
  "positions_angstrom": [[-3.5536, -2.2679, 0.6495], [-3.3882, -0.8034, 0.3566], [-2.1081, -0.2621, 0.4208], [-1.8788, 1.0809, 0.1608], [-0.6640, 1.7108, 0.2157], [0.4998, 0.9616, 0.4632], [0.9490, 0.1666, -0.7782], [1.9633, -0.7653, -0.5053], [3.2398, -0.2031, -0.2754], [4.2528, -1.3616, -0.2543], [5.6405, -1.0297, -0.0433], [5.9767, -0.4052, 1.2242], [6.0583, 1.1183, 0.9892], [6.2567, 1.2601, -0.5275], [6.2700, -0.1926, -1.0499], [-2.9611, 1.8932, -0.1687], [-4.2279, 1.3571, -0.2325], [-4.4708, 0.0114, 0.0242], [-5.8851, -0.5166, -0.0678], [-6.4306, -0.3567, -1.4893], [-6.7938, 0.1849, 0.9447], [-2.5922, -2.7199, 0.8807], [-3.9762, -2.7898, -0.2081], [-4.2150, -2.4210, 1.5013], [-1.2923, -0.9194, 0.6801], [1.2550, 1.7059, 0.7316], [0.3693, 0.2766, 1.3104], [1.2625, 0.8714, -1.5629], [0.1064, -0.4186, -1.1563], [3.2573, 0.3345, 0.6822], [3.4817, 0.5063, -1.0798], [3.9508, -2.0567, 0.5333], [4.1764, -1.8927, -1.2066], [5.2584, -0.6782, 1.9960], [6.9612, -0.7815, 1.5223], [6.8839, 1.5538, 1.5493], [5.1411, 1.6115, 1.3097], [5.4419, 1.8281, -0.9754], [7.1888, 1.7678, -0.7695], [5.7741, -0.3019, -2.0134], [7.3057, -0.5327, -1.1561], [-2.7835, 2.9380, -0.3675], [-5.0502, 2.0069, -0.4908], [-5.8869, -1.5825, 0.1695], [-6.5018, 0.6925, -1.7639], [-5.7763, -0.8524, -2.2033], [-7.4224, -0.7982, -1.5637], [-7.7918, -0.2478, 0.9171], [-6.8754, 1.2464, 0.7264], [-6.3955, 0.0732, 1.9509]],
  "forces_ev_per_a": [[0.0, 0.0, 0.0], [-0.1, 0.2, 0.0], [0.3, 0.1, 0.0], [-0.2, 0.1, 0.0], [-0.3, 0.1, -0.2], [0.4, -0.4, 0.0], [-0.4, 0.2, 0.0], [0.1, -0.1, 0.1], [0.2, -0.1, 0.0], [-0.4, 0.1, 0.0], [-0.1, 0.0, 0.0], [0.2, 0.0, 0.1], [0.0, -0.1, 0.1], [0.0, 0.0, -0.1], [0.2, 0.0, -0.1], [0.2, 0.0, 0.0], [0.1, -0.1, 0.0], [0.0, -0.2, 0.1], [-0.1, 0.2, 0.0], [0.0, -0.2, 0.2], [0.1, -0.3, -0.1], [0.0, -0.1, 0.0], [0.0, -0.1, 0.0], [-0.1, -0.1, 0.0], [0.1, -0.1, 0.0], [-0.1, -0.1, 0.0], [0.0, 0.1, 0.0], [0.0, -0.1, 0.1], [0.0, 0.2, 0.0], [0.0, 0.0, -0.1], [0.0, 0.0, 0.1], [-0.1, 0.0, -0.1], [-0.1, 0.0, 0.1], [0.0, -0.1, 0.0], [0.0, 0.1, 0.1], [0.0, 0.1, 0.1], [0.0, 0.0, 0.0], [0.0, 0.0, 0.0], [0.0, 0.1, -0.1], [0.0, -0.1, 0.0], [0.0, 0.1, -0.1], [0.0, 0.1, 0.0], [-0.1, 0.1, 0.0], [0.0, 0.1, 0.0], [0.0, 0.1, -0.1], [0.0, 0.0, -0.1], [-0.1, 0.0, -0.1], [-0.1, 0.0, 0.0], [0.0, 0.1, 0.0], [0.0, 0.0, 0.1]],
  "total_charge": 0,
  "smiles": "Cc1cc(OCCOCCN2CCCC2)ccc1C(C)C",
  "homo_energy_ev": -8.147,
  "spin_multiplicity": 1,
  "e_lumo_ha": 0.0315
}